# C12H14FIMnN2

A molecular structure, C12H14FIMnN2 (ωB97M-V/def2-TZVPD, OMol25).

Geometry as XYZ:
```
31
Properties=species:S:1:pos:R:3:lowdin_spin:R:1
C 3.555 4.177 1.856 0.002
C 4.733 3.279 1.489 0.000
H 3.246 4.784 1.000 0.000
H 3.827 4.857 2.670 0.000
H 2.681 3.596 2.175 0.002
H 4.438 2.484 0.799 0.000
H 5.518 3.866 1.008 0.000
H 5.164 2.810 2.377 0.000
C -2.819 1.027 0.031 0.017
C -4.036 0.965 -0.653 0.000
C -4.298 -0.145 -1.476 0.008
C -3.330 -1.138 -1.614 0.001
H -2.549 1.860 0.689 0.003
H -4.775 1.749 -0.518 0.000
H -5.242 -0.240 -2.006 0.000
H -3.499 -2.033 -2.202 0.000
N -1.902 0.050 -0.090 0.045
C -2.110 -0.998 -0.934 0.012
C -1.016 -1.958 -0.979 0.008
N 0.058 -1.649 -0.195 0.036
C 1.092 -2.523 -0.154 0.013
C -0.012 -4.057 -1.665 0.005
C 1.104 -3.719 -0.881 0.001
H 1.940 -2.275 0.484 0.002
H 1.954 -4.396 -0.808 0.000
C -1.082 -3.163 -1.698 0.001
H -1.992 -3.387 -2.243 0.000
H -0.055 -4.986 -2.231 0.000
Mn -0.228 0.029 1.196 4.623
I 0.294 2.353 2.027 0.087
F -0.661 -1.219 2.546 0.133
```

Output
- multiplicity = 6
- gap between HOMO and LUMO (alpha / beta) (Eh) = 0.2492 / 0.2629
- expectation value of S² = 8.758
- strongest force on any atom (eV Å⁻¹) = 2.04
- LUMO (alpha / beta) (eV) = -1.1 / -1.2
- HOMO (alpha / beta) (eV) = -7.87 / -8.36